The following is a quantum chemistry calculation of a single C3H5NO2 molecule, from OMol25.

Each line ends with the natural charge from an NBO analysis.
Atoms and positions in Å:
C (-0.538621, 0.192012, -0.292927)  0.6825
C (1.567758, -0.643285, 0.217414)  0.2615
N (-1.707272, -0.365716, 0.104549)  -0.8039
C (0.562638, 0.306366, 0.801953)  -0.6514
O (2.007796, -0.411222, -0.959600)  -0.6248
O (-0.363035, 0.635040, -1.419803)  -0.6455
H (1.510547, 0.296386, -1.465272)  0.4878
H (-2.439533, -0.456614, -0.579794)  0.4091
H (-1.792551, -0.828417, 0.991017)  0.4028
H (1.008291, 1.303995, 0.839936)  0.2592
H (0.183982, -0.028545, 1.762526)  0.2226

Atomic forces in eV per Å
-0.37 1.49 0.89
1.36 -1.53 1.64
0.32 -0.03 -0.20
-0.99 -0.37 -2.01
-0.35 0.75 -0.77
0.01 -0.22 0.15
0.07 -0.14 0.34
0.00 -0.12 0.00
-0.03 0.04 -0.01
-0.36 0.10 -0.09
0.35 0.03 0.07

The highest occupied orbital energy is -7.9 eV. As for the spin multiplicity: 1. As for the energy above the lowest of the compared OMol25 structures with the same formula, charge and spin: 2.8251 eV. As for the charge: 0.

---

The following is a quantum chemistry calculation of 2 unconnected molecules or ions with the total composition C10H17BNO3, from OMol25.

Each line ends with the natural charge from an NBO analysis.
Atoms and positions in Å:
B (-2.653035, -1.295812, -0.171846)  1.0055
C (4.020497, -0.889977, 0.458541)  -0.1638
C (3.890184, 0.426352, 0.224903)  -0.1772
C (2.922224, -1.760791, 0.264570)  -0.2162
C (2.746714, 0.934067, -0.417479)  -0.1775
C (1.784538, -1.261657, -0.336816)  -0.1722
C (1.719747, 0.100889, -0.766140)  -0.1204
C (-2.061244, 2.775185, 0.249493)  -0.7055
C (0.378347, 0.445258, -1.301106)  -0.0900
C (-2.112255, -0.528996, 1.044733)  -0.6000
C (-1.390774, 1.749648, -0.583491)  0.3932
N (-0.753712, -0.506083, 1.471035)  -0.7154
O (-3.990950, -1.373218, -0.523018)  -0.9106
O (-1.732345, -2.167989, -0.764845)  -0.9657
O (-0.141472, 1.396159, -0.353396)  -0.4646
H (4.834538, -1.213336, 0.915360)  0.2124
H (4.577246, 1.075748, 0.543992)  0.2149
H (3.050592, -2.708099, 0.590611)  0.2194
H (2.740563, 1.967588, -0.610617)  0.2190
H (0.837964, -1.937655, -0.564512)  0.2104
H (-3.137573, 2.490270, 0.132007)  0.2792
H (-1.756146, 3.820131, -0.286090)  0.2648
H (-1.531509, 2.946810, 1.140101)  0.2439
H (0.485112, 1.003630, -2.227869)  0.2199
H (-0.240104, -0.346547, -1.270420)  0.2139
H (-2.949762, -0.261498, 1.678752)  0.2433
H (-1.971186, 1.519570, -1.382593)  0.1913
H (-0.605061, -0.427197, 2.483384)  0.4388
H (-0.309422, 0.460261, 1.225222)  0.4200
H (-0.232889, -1.272623, 0.963578)  0.4653
H (-4.439009, -2.071272, -0.958625)  0.5139
H (-1.979833, -3.088831, -0.867416)  0.5100

Atomic forces in eV per Å
0.06 -1.81 0.49
-4.07 -0.26 -0.98
-3.16 -0.61 -1.79
0.41 3.28 -1.16
0.67 -0.57 0.17
-1.34 -0.89 -0.76
-0.35 -2.69 1.05
0.92 1.48 -3.31
3.47 3.49 -0.29
-2.62 1.01 -2.12
1.02 0.35 4.36
0.97 1.55 -0.23
0.89 2.12 1.49
0.96 0.08 -0.17
-2.22 1.71 -0.17
3.60 -1.65 1.92
2.81 2.41 0.93
-0.05 -3.06 0.77
-0.30 1.22 -0.33
2.20 1.21 0.48
0.85 1.05 0.94
-1.27 -2.07 0.67
-0.20 -0.29 1.87
-0.46 -0.38 -0.39
-2.16 -2.79 -0.63
0.76 0.61 0.71
-0.72 -1.53 -2.97
-0.20 -1.20 -0.06
-0.12 -1.72 -0.48
-0.11 0.88 1.04
-0.01 -0.99 -0.73
-0.25 0.07 -0.29

The highest occupied orbital energy (spin up / spin down) is -11.0 / -11.4 eV. As for the spin multiplicity: 1. As for the charge: +1.

---

The following is a quantum chemistry calculation of a single C5H7N3 molecule, from OMol25.

Each line ends with the natural charge from an NBO analysis.
Atoms and positions in Å:
C (1.570586, -0.132631, 0.692980)  -0.3995
C (0.942972, 0.507233, -0.481436)  -0.0914
C (-1.529308, 1.005218, 0.046297)  0.3209
C (-1.478616, -1.336374, -0.011418)  0.2611
C (0.861402, -0.920624, -0.377061)  -0.0787
H (2.623764, -0.151210, 0.741063)  0.2149
H (0.982311, -0.109474, 1.639765)  0.2312
H (1.598004, 0.935456, -1.194825)  0.2178
H (-0.110965, 2.363535, -0.174751)  0.4024
H (-2.221695, 1.853185, 0.094026)  0.1787
H (-2.135498, -2.161022, 0.194783)  0.1668
H (1.447514, -1.391807, -1.031779)  0.2087
N (-0.188257, 1.348997, -0.094267)  -0.5918
N (-2.128588, -0.133662, 0.070309)  -0.5783
N (-0.233620, -1.676824, -0.113688)  -0.4629

Atomic forces in eV per Å
-0.69 -0.75 1.29
-1.56 2.73 1.29
0.88 -0.12 -0.78
2.01 -0.50 0.68
-1.00 1.20 1.46
1.00 -0.21 0.29
0.76 0.23 -0.87
0.26 0.46 -0.73
0.53 -0.65 0.10
0.59 0.13 0.25
-0.35 -0.36 -0.15
2.56 -1.77 -2.45
-1.99 0.37 -0.68
0.14 0.70 -0.25
-3.14 -1.47 0.55

The highest occupied orbital energy is -8.6 eV. As for the spin multiplicity: 1. As for the energy above the lowest of the compared OMol25 structures with the same formula, charge and spin: 2.9405 eV. As for the charge: 0. Its SMILES is C1=NC=N[C@@H]2C[C@@H]2N1.

---

| no. | maximum force (eV/A) |
| --- | --- |
| 1 | 2.62 |
| 2 | 4.94 |
| 3 | 3.96 |